[1]
Density functional theory data (wB97M-V/def2-TZVPD) for a molecular structure, C4H9N2 in a non-equilibrium geometry.

Geometry as ORCA input:
```
! RIJCOSX wB97M-V def2-TZVPD def2/J DEFGRID3
* xyz 1 1
N 1.21460 -0.86268 0.52664
N 1.83148 0.54619 -0.95997
C -1.26847 0.45340 0.42169
C 0.68554 0.44317 -0.06569
C 1.93503 0.46700 0.45542
C -1.90109 -0.41781 -0.57336
H -1.61016 -1.43966 -0.70081
H -1.13896 0.18688 1.55031
H 2.70317 0.81217 1.21287
H -2.93299 -0.36829 -0.38961
H -1.86200 0.14023 -1.46569
H -1.72418 1.37673 0.21366
H 1.89442 1.46009 -1.46400
H 1.35730 -1.64152 -0.17966
H 0.81630 -1.15590 1.41820
*
```

Properties
- HOMO-LUMO gap (hartree) = 0.4098
- E_HOMO (eV) = -14.502

---

[2]
Density functional theory data (wB97M-V/def2-TZVPD) for C16H20N4O4S2 in the gas phase in a non-equilibrium geometry.

Geometry as ORCA input:
```
! RIJCOSX wB97M-V def2-TZVPD def2/J DEFGRID3
* xyz 0 1
S -3.19018 2.34471 -0.29296
S 2.40915 -0.38936 0.11364
O 5.24892 -0.42711 1.55188
O -0.88541 2.35323 -2.21383
O -5.65124 -1.27077 -2.51865
O 5.05703 -0.51181 3.78848
N -2.17905 0.01104 -0.94407
N 0.57827 0.82096 1.46416
N -4.41921 0.31460 -1.48043
N 0.53540 1.27919 -0.86860
C 1.29650 0.08676 2.34873
C 6.04356 1.71741 3.82918
C -0.92094 -1.96592 -1.42712
C 4.65611 -0.75140 2.54425
C -3.24687 0.73311 -0.96391
C 3.31784 -1.48553 2.54214
C -0.61945 2.00092 -1.09172
C 6.27725 0.21954 3.95508
C -3.35827 -1.74494 -2.06078
C 1.01816 0.68570 0.26150
C -4.57054 -0.94895 -2.07201
C -1.42737 2.37078 0.12879
C -3.45257 -3.08983 -2.72060
C -2.22409 -1.23528 -1.49795
C -2.90196 -3.05006 -4.14692
C 2.31916 -0.64248 1.83213
H 3.45576 -2.43382 2.01757
H -3.00044 -4.02726 -4.61326
H 6.62880 -0.04449 4.95409
H -2.91553 -3.84160 -2.13871
H -1.07036 -3.04042 -1.38451
H 5.70573 1.95829 2.82412
H 6.97114 2.24749 4.02404
H 5.29084 2.04283 4.54329
H -0.32053 -1.73650 -2.30665
H -3.45776 -2.32735 -4.73899
H -4.50768 -3.36643 -2.75668
H -1.85213 -2.76682 -4.15051
H 1.03563 1.05926 -1.72285
H 3.00313 -1.66831 3.56886
H 6.99666 -0.11822 3.20240
H -1.20300 3.39665 0.42233
H -0.37400 -1.63746 -0.54715
H -5.23219 0.91995 -1.47693
H 1.01584 0.11757 3.38548
H -1.23600 1.69156 0.95723
*
```

Properties
- HOMO-LUMO gap (hartree) = 0.3274
- E_HOMO (eV) = -8.449

---

[3]
Density functional theory data (wB97M-V/def2-TZVPD) for C5H11FO2 in the gas phase in a non-equilibrium geometry.

Geometry as ORCA input:
```
! RIJCOSX wB97M-V def2-TZVPD def2/J DEFGRID3
* xyz 0 1
F -1.22129 0.65119 -1.61350
O 1.34818 -1.15813 -0.72410
O -0.80009 -1.55814 -0.45072
C -2.04612 -1.31974 0.20030
C 2.59801 -0.29593 -0.17462
C 0.20335 -0.66999 -0.30607
C -0.15599 0.77046 -0.69323
C -0.50748 1.67587 0.49974
H 3.33730 -0.57686 -0.89521
H 0.15945 -0.30598 0.94359
H -1.20240 1.04272 1.22457
H 2.62521 0.87095 -0.04779
H -1.17521 2.59437 0.28322
H -2.35851 -2.47745 0.52330
H 0.65167 1.47231 1.03501
H 2.86045 -0.51722 0.84825
H -2.10335 -0.70370 1.21747
H 0.55027 1.32459 -1.24923
H -2.76344 -0.81933 -0.62098
*
```

Properties
- HOMO-LUMO gap (hartree) = 0.3618
- E_HOMO (eV) = -9.092

---

> What is the E_HOMO in the third record?

-9.092 eV